Density functional theory data (ωB97M-V with the def2-TZVPD basis set) for C21H43HoN2OP3 as an isolated structure in a non-equilibrium geometry.

The maximum force comes out at 4.47 eV/A. Its spin multiplicity is 5. Its energy relative to the best compared isomer or geometry (same formula, charge and spin) is 2.467 eV. As for the charge: +3. The value obtained for the HOMO-LUMO gap (alpha / beta) is 4.529 / 4.575 eV.

XYZ file:
```
71
Properties=species:S:1:pos:R:3:lowdin_charge:R:1
H 3.076 0.631 -1.748 0.038
C -0.896 4.550 -1.161 -0.073
N -1.368 0.308 2.125 -0.079
C 0.471 1.145 -3.349 -0.234
H 2.280 -1.224 3.192 0.050
C 2.598 2.066 0.301 -0.415
C -4.259 -0.580 4.124 0.063
H 3.015 0.078 -3.454 0.064
H 5.514 1.827 2.029 0.120
Ho 0.148 -0.101 0.348 1.157
H -2.156 -0.680 -3.628 0.041
H 3.316 -1.263 1.741 0.046
H 1.236 -4.482 0.069 0.066
C 2.751 -0.171 -2.423 -0.241
H -0.358 5.287 -1.770 0.072
H -3.285 -3.031 -2.243 0.077
H 1.500 -1.436 -4.511 0.073
C -2.019 3.964 -1.596 -0.082
N -3.211 0.070 3.337 -0.037
P 0.931 -0.378 -2.425 0.716
C -1.766 1.611 2.628 0.038
H -1.205 2.495 2.384 0.146
H 1.018 -2.645 -3.285 0.049
C -2.369 -0.573 2.562 -0.043
H 4.326 4.631 -1.079 0.123
H 3.241 -1.104 -2.118 0.054
H 2.015 3.606 -1.075 0.103
C 1.967 -3.730 0.399 -0.230
H 2.437 -3.267 -0.481 0.046
C 0.340 -3.459 2.663 -0.258
H -1.499 -3.093 -2.406 0.039
C -2.738 -0.287 -2.785 -0.250
C 4.763 2.227 1.343 -0.058
H -0.317 -4.174 2.151 0.059
H -3.941 -0.009 0.168 0.036
C 2.642 -1.858 2.372 -0.260
C -2.917 1.456 3.312 0.077
H -2.553 3.249 -0.949 0.029
O 1.571 1.288 -0.054 -0.407
H -4.206 -0.297 5.187 0.136
H 6.068 3.683 0.445 0.119
H -3.564 2.161 3.825 0.172
H -3.804 -0.488 -2.962 0.067
H 2.741 -4.214 1.011 0.077
H -0.526 -0.149 2.523 0.116
C 5.059 3.268 0.449 -0.062
H -0.449 0.964 -3.917 0.038
H 3.170 0.911 2.056 0.079
H -2.271 -3.490 -0.839 0.045
H 0.278 1.965 -2.645 0.025
C 2.825 3.233 -0.454 -0.020
H -0.482 4.336 -0.171 0.040
H -2.304 -1.630 2.399 0.159
C 0.780 -1.663 -3.713 -0.255
H -2.462 4.159 -2.575 0.064
P 1.175 -2.422 1.405 0.707
C 4.097 3.797 -0.418 -0.049
C -2.329 -2.851 -1.729 -0.249
C -3.853 -0.977 -0.340 -0.290
P -2.238 -1.090 -1.202 0.708
H -3.951 -1.774 0.405 0.042
H -5.241 -0.303 3.726 0.129
C 3.481 1.681 1.343 -0.039
H 3.215 -2.696 2.797 0.079
H 1.084 -4.017 3.249 0.080
H -0.265 -2.844 3.343 0.030
H -4.127 -1.664 4.054 0.118
H -4.656 -1.071 -1.084 0.066
H -2.587 0.799 -2.714 0.041
H 1.277 1.444 -4.034 0.074
H -0.233 -1.703 -4.129 0.036
```

Density functional theory data (ωB97M-V with the def2-TZVPD basis set) for C60H110F30N11O23S10 as an isolated structure in a non-equilibrium geometry.

The maximum force comes out at 4.95 eV/A. Its energy relative to the best compared isomer or geometry (same formula, charge and spin) is 3.510 eV. As for the charge: +1. The value obtained for the HOMO-LUMO gap is 6.315 eV.

XYZ file:
```
244
Properties=species:S:1:pos:R:3:lowdin_charge:R:1
O 5.369 -0.349 -5.963 -0.308
H -5.732 3.407 -2.684 0.129
C -1.690 -10.677 2.673 -0.010
F 6.411 -4.883 -4.410 0.164
C -1.272 3.783 -0.266 -0.603
H -0.235 6.606 3.276 0.107
F 5.717 1.822 4.474 0.123
H -2.470 -1.276 2.836 0.026
C -3.619 -0.113 6.910 -0.401
H 2.040 0.449 -2.282 0.113
H -1.466 -11.598 2.238 0.092
H 6.692 1.235 -5.766 0.051
C -9.573 -0.223 -4.446 -0.276
H 2.775 -2.440 -2.561 0.106
F -1.382 -4.769 -0.021 0.162
N 5.988 -2.793 -6.342 -0.296
H -5.125 -0.037 -2.580 0.087
H -3.305 -9.413 4.599 0.110
C -6.432 2.895 -2.069 -0.075
O 5.595 1.779 1.260 -0.265
H 3.312 -0.225 -0.498 0.110
H -5.172 2.549 5.872 0.090
C -10.228 -1.429 -4.917 -0.145
F 0.544 -3.567 4.515 0.150
C 0.652 -1.082 -1.566 -0.057
H -4.863 -1.740 7.475 0.136
H -5.970 1.180 7.987 0.135
H -7.398 3.282 -1.999 0.109
H -9.285 0.509 -5.217 0.114
H 1.099 0.284 0.706 0.168
S -3.423 -2.531 -3.118 0.671
H 5.219 5.890 3.857 0.125
H -5.073 1.737 -4.304 0.079
H -0.011 -2.303 1.955 0.078
H 10.896 3.705 -6.757 0.115
O 4.149 -2.887 -4.708 -0.290
H -6.621 2.307 4.859 0.103
H 0.289 8.060 3.955 0.150
N -1.611 -10.546 4.138 -0.363
H 9.205 1.866 -6.116 0.134
N 6.571 2.985 -6.998 -0.238
C 5.489 -5.067 -5.302 -0.753
C -5.597 1.955 5.047 0.014
C -1.397 -1.056 1.036 -0.227
O -2.463 -3.919 4.932 -0.303
H 0.552 5.925 0.855 0.099
H 0.393 -11.315 4.055 0.114
H -5.337 3.565 -0.342 0.097
C -3.114 1.302 7.253 0.007
H -8.691 1.873 -3.081 0.148
F 3.940 3.026 4.468 0.076
H 2.141 -1.029 1.511 0.118
H 1.329 -0.514 -3.574 0.112
H -1.108 -9.918 2.162 0.104
H -6.230 0.063 -1.185 0.141
C 4.827 8.543 3.792 -0.016
H -7.219 0.132 3.637 0.094
H -2.191 -2.705 2.008 0.028
H 0.490 9.364 1.779 0.084
H 12.572 2.391 -7.909 0.112
O -4.008 -1.022 4.716 0.167
C -0.244 2.462 3.534 -0.672
S -2.446 4.088 1.200 0.631
H 4.424 9.475 4.136 0.092
N -4.407 -0.209 5.541 0.039
H 5.102 6.479 2.197 0.118
F -1.703 -1.599 -6.457 0.218
H 3.247 6.869 5.521 0.124
H -8.234 1.012 -1.608 0.125
N -3.672 -1.179 -3.979 -0.310
F -2.265 -6.740 0.416 0.135
C 6.091 2.061 -8.074 0.034
C 6.507 2.261 -5.658 -0.123
H -11.174 -1.143 -5.432 0.095
O -1.689 5.064 1.911 -0.300
C 5.027 4.494 -0.420 -0.666
C -4.813 1.583 -1.118 -0.164
C 4.446 3.628 -6.069 -0.124
C 3.807 7.493 3.528 -0.435
H -3.783 1.922 7.882 0.092
H -7.629 -0.851 -3.642 0.123
C 8.067 3.474 -7.184 -0.094
F -1.314 0.510 -6.667 0.163
F -3.290 -0.251 -6.923 0.075
S -2.133 2.503 3.445 0.593
H -2.707 -10.389 2.352 0.128
H -2.287 1.091 7.929 0.091
H -1.999 -9.124 5.625 0.113
H 2.419 8.290 4.907 0.119
H 5.360 8.790 2.813 0.119
H -10.432 -2.195 -4.088 0.111
N -6.616 1.501 -2.736 -0.224
F -5.181 -3.759 -4.683 0.112
C -8.040 1.064 -2.670 -0.166
H -4.324 -11.495 4.262 0.142
H -1.764 -1.133 7.619 0.129
C 3.004 -1.254 -0.750 -0.053
C -0.037 -1.261 1.746 -0.142
F -3.062 -4.032 -5.208 0.187
F 6.333 -1.225 -3.505 0.132
C 7.266 -1.361 -4.446 -0.626
H -3.476 -1.763 1.470 0.094
C 10.494 3.001 -7.519 -0.270
C 4.440 6.197 3.081 -0.019
H -0.110 7.891 0.877 0.107
H -6.527 2.224 0.001 0.127
C -2.225 -9.238 4.558 0.019
C -5.717 0.431 5.242 -0.423
H -8.886 -0.781 -2.373 0.121
H 2.019 5.439 3.789 0.092
H -0.022 -0.719 2.688 0.114
H 0.029 -10.320 5.469 0.111
O 3.791 2.166 -0.646 -0.295
C -8.465 -0.240 -3.245 -0.151
H 4.616 1.499 -5.494 0.089
S 3.568 3.408 0.048 0.556
H -6.463 0.758 -4.659 0.091
F -1.797 2.895 -1.084 0.150
H 8.874 1.485 -7.740 0.109
C 2.819 7.325 4.665 -0.113
H -1.972 -11.488 6.055 0.167
N 3.605 3.263 1.633 -0.282
F -0.002 -4.132 6.458 0.162
O -3.741 4.402 0.637 -0.295
O -3.325 -12.854 3.231 -0.088
H -4.204 1.094 -0.366 0.128
H -9.533 -1.914 -5.576 0.065
C 1.544 6.174 1.288 -0.016
C 0.727 8.511 1.198 0.016
H 6.023 2.540 -9.043 0.107
N 1.526 -1.588 -0.304 -0.222
H 1.508 -3.603 -0.982 0.111
H -1.926 -0.549 5.925 0.093
H 5.079 2.649 -4.127 0.106
N -2.565 2.653 1.950 -0.289
S 4.483 2.014 2.100 0.560
C -6.092 0.065 7.766 -0.154
O 0.864 -5.365 1.826 -0.253
H -2.704 1.900 6.406 0.087
O -1.966 -2.666 -2.769 -0.331
F 0.207 1.482 4.335 0.146
O 3.596 0.949 2.404 -0.264
H 3.697 3.220 -6.759 0.110
F -0.257 -6.547 -0.355 0.146
C -2.436 -1.076 6.720 0.001
C 5.059 2.452 -5.181 -0.094
H 8.081 4.069 -8.151 0.149
S -0.386 -5.933 2.098 0.612
N -1.380 -4.897 2.943 -0.287
H -1.825 -8.450 3.914 0.070
H 7.210 2.669 -4.929 0.142
C 1.687 6.349 4.291 -0.149
H 5.531 8.066 4.435 0.096
H 6.169 4.867 -6.138 0.129
S -1.625 -5.004 4.497 0.611
C 1.252 -3.006 -0.141 -0.025
H 2.172 6.503 0.503 0.076
F -3.736 -5.038 -3.528 0.122
F 0.767 -5.649 5.114 0.156
C 9.105 2.366 -7.126 -0.177
H 1.851 -3.383 0.664 0.099
O -3.179 1.168 -4.387 -0.322
O -0.514 -7.313 2.441 -0.308
H 1.110 6.010 5.189 0.137
O 3.424 8.590 1.466 0.200
F 6.026 -5.670 -6.315 0.177
H -3.674 -13.752 3.302 0.104
C -3.892 -3.905 -4.239 -0.693
N 2.867 7.933 2.284 0.062
H 3.864 4.344 -5.448 0.124
C -6.222 -0.188 3.909 -0.018
F 0.205 2.277 2.355 0.173
F 5.837 3.824 3.659 0.120
C 5.065 2.735 3.722 -0.598
O 7.469 -0.796 -6.969 -0.303
C -0.102 -10.404 4.393 0.033
F 4.565 -5.854 -4.717 0.127
O -2.638 1.180 3.819 -0.336
H 0.223 -3.234 0.054 0.074
O -2.496 3.642 4.279 -0.310
C 0.690 7.136 3.412 -0.119
F 7.941 -2.518 -4.299 0.132
C -5.643 0.639 -1.909 -0.088
F 6.175 4.015 0.034 0.140
H 11.558 1.176 -6.874 0.085
H -7.600 0.473 6.284 0.139
C -3.456 -12.198 4.481 -0.205
F 4.814 5.659 0.074 0.154
O -4.484 -2.624 -2.115 -0.316
O 3.939 -3.897 -7.026 -0.290
F -0.039 3.409 0.117 0.112
H -4.454 -0.746 8.817 0.128
F 0.037 3.719 3.912 0.117
H -4.105 2.142 -1.762 0.119
H 1.303 8.743 0.320 0.090
C 1.672 -0.551 -2.548 -0.146
S -2.530 -0.128 -4.405 0.607
H 3.849 -0.908 -2.740 0.119
H 6.861 1.286 -8.206 0.093
F 8.107 -0.303 -4.355 0.108
H -4.967 2.075 4.133 0.086
H 3.824 5.370 2.901 0.023
H -5.574 0.013 3.045 0.098
H 8.030 4.249 -6.418 0.118
C 5.637 4.190 -6.805 -0.100
H -6.669 -0.254 8.584 0.099
H -1.340 -12.565 4.715 0.147
H 1.991 5.285 1.683 0.058
H 5.490 4.594 -7.798 0.131
H -3.815 -12.873 5.258 0.117
S 4.749 -3.500 -5.864 0.578
H 0.105 -1.967 -1.940 0.104
H -1.478 -1.664 0.097 0.111
O -1.274 -0.234 -3.751 -0.277
C 1.224 -0.862 0.941 -0.125
O 2.496 4.203 -0.383 -0.276
H 10.333 3.657 -8.410 0.112
S 6.417 -1.310 -6.104 0.618
H 11.305 1.335 -8.582 0.059
C -2.010 -11.702 4.925 -0.107
H -10.436 0.275 -3.979 0.098
H -6.696 2.537 -4.552 0.122
C -4.696 -0.697 7.770 -0.109
C -1.163 -5.972 0.424 -0.701
H 0.220 -9.543 3.856 0.090
C 2.954 -1.388 -2.291 -0.134
C -5.812 2.645 -0.724 -0.151
F -1.104 4.989 -0.923 0.090
H -2.792 -2.038 6.534 0.046
H -1.605 -0.034 0.870 0.081
H -6.352 -1.265 3.960 0.090
C -6.160 1.650 -4.157 0.024
C 1.354 7.449 2.099 -0.397
C -2.116 -0.428 -6.214 -0.702
H -0.112 -0.360 -1.196 0.122
H 3.591 -1.987 -0.175 0.138
C -6.643 -0.065 6.397 -0.139
O -1.908 -6.403 4.888 -0.340
H 5.124 1.710 -7.804 0.097
C 11.519 1.913 -7.701 -0.132
C 0.053 -4.562 5.221 -0.735
F 5.152 4.569 -1.799 0.086
C -2.456 -1.699 1.882 -0.100
H -6.787 -1.168 6.230 0.143
```

Density functional theory data (ωB97M-V with the def2-TZVPD basis set) for a 2-piece molecular cluster, C3H10O2S2 overall.

The maximum force comes out at 0.93 eV/A. As for the SMILES: OCCCSS.O. Its energy relative to the best compared isomer or geometry (same formula, charge and spin) is 0.147 eV. As for the charge: 0. The value obtained for the HOMO-LUMO gap is 9.238 eV.

XYZ file:
```
17
Properties=species:S:1:pos:R:3:lowdin_charge:R:1
H -2.151 1.067 -0.030 0.064
H -1.073 -0.350 -0.184 0.061
H 1.903 0.090 -0.047 0.059
S 0.417 -0.526 2.509 0.329
O -0.286 -3.042 -0.607 -0.074
C 0.745 0.907 -1.388 -0.275
H -0.280 -1.467 3.159 -0.201
O 1.567 -0.153 -0.915 -0.080
S -1.294 0.590 2.037 0.455
H -0.113 -3.579 0.178 0.034
C -1.182 0.658 0.225 -0.558
H 0.628 1.795 0.510 0.089
H -0.443 2.520 -0.654 0.112
H 0.156 -2.201 -0.383 -0.003
H 0.122 0.479 -2.177 0.123
H 1.353 1.641 -1.942 0.116
C -0.068 1.571 -0.292 -0.252
```

Calculated total energy (eV), listed in the same order as above: -81139.8968 -317343.0401 -29038.3847